(1)
Molecular formula: C3H6ClO4S2
Method: DFT, ωB97M-V/def2-TZVPD

Calculated values
charge	-1
energy relative to the best compared isomer or geometry (same formula, charge and spin)	1.240	eV
E_LUMO	0.121	hartree

The geometry in XYZ format:
```
16
Properties=species:S:1:pos:R:3:lowdin_charge:R:1
C -2.0883 -0.0199 -0.4469 -0.16
C -1.1273 0.5711 0.5790 -0.36
C 0.3047 0.2394 0.4005 -0.55
O 2.0101 1.1507 -1.3270 -0.57
O 1.4866 -1.3474 -0.8542 -0.49
O -0.5322 -2.4053 0.5072 -0.33
O 1.5462 -1.8757 1.6489 -0.30
S 0.8782 0.1117 -1.2469 0.90
S 0.5760 -1.4732 0.6801 0.64
Cl 3.7045 1.9105 0.7086 0.05
H -3.1859 0.2354 -0.1098 0.08
H -1.9165 0.3644 -1.5447 0.09
H -2.3025 -1.0942 -0.5243 0.05
H -1.0270 1.6700 0.3973 0.12
H -1.2115 0.2343 1.5694 0.08
H 2.8850 1.7282 -0.4373 -0.24
```

=====

(2)
Molecular formula: C3H6CrO3
Method: DFT, ωB97M-V/def2-TZVPD

Calculated values
charge	+1
energy relative to the best compared isomer or geometry (same formula, charge and spin)	0.315	eV
E_LUMO (spin up / spin down)	-0.311 / -0.232	hartree
2S+1	4

The geometry in XYZ format:
```
13
Properties=species:S:1:pos:R:3:lowdin_charge:R:1
O 1.5490 1.6348 2.9100 0.15
C 1.1173 0.8339 2.0877 -0.58
C 1.3867 -0.6541 2.3235 -0.07
O 0.8115 -1.4282 1.2806 -0.34
C 1.0050 -2.8318 1.4070 -0.01
Cr -0.1197 -0.3391 -0.0905 1.20
H 0.9536 -0.9514 3.2908 0.16
H 2.4742 -0.8233 2.3566 0.17
H 0.5224 -3.3096 0.5478 0.11
H 2.0793 -3.0635 1.4067 0.12
H 0.5462 -3.1911 2.3386 0.12
O 0.4807 1.1294 1.0170 -0.08
H -0.4971 -0.8054 -1.6648 0.04
```

=====

(3)
Molecular formula: C3H6CuFO2
Method: DFT, ωB97M-V/def2-TZVPD

Calculated values
E_LUMO (spin up / spin down)	-0.001 / -0.118	hartree
2S+1	3

The geometry in XYZ format:
```
13
Properties=species:S:1:pos:R:3:lowdin_charge:R:1
O 1.8643 1.7167 0.3281 -0.15
C 0.6286 1.7628 0.0770 -0.20
C -0.1774 0.5981 0.0005 -0.22
O 0.6059 -0.5668 0.1009 -0.39
C -0.1169 -1.7701 0.3429 -0.05
Cu 2.5210 -0.1589 0.3937 0.73
H 0.1313 2.7382 -0.0403 0.15
H -1.2426 0.6268 -1.0682 0.18
H -0.7261 -2.0174 -0.5368 0.11
H 0.6125 -2.5667 0.5209 0.09
H -0.7690 -1.6492 1.2183 0.10
H -1.0649 0.6132 0.6805 0.15
F -2.2665 0.6734 -2.0174 -0.52
```

=====

(4)
Molecular formula: C3H6DyO5
Method: DFT, ωB97M-V/def2-TZVPD

Calculated values
energy relative to the best compared isomer or geometry (same formula, charge and spin)	1.548	eV
E_LUMO (spin up / spin down)	-0.002 / -0.117	hartree
2S+1	7

The geometry in XYZ format:
```
15
Properties=species:S:1:pos:R:3:lowdin_charge:R:1
C 1.3763 -0.3212 0.3385 -0.31
C -0.1482 -0.2984 0.3414 -0.16
O -0.5879 0.6592 1.3142 0.02
C -1.8830 0.8899 1.4384 -0.84
O -2.7333 0.2951 0.7198 -0.20
O -2.2402 1.7880 2.2528 -0.23
O 1.8534 -1.2664 -0.5556 -0.17
Dy -4.8316 1.5943 1.8903 1.09
H 1.7253 -0.5543 1.3619 0.13
H 1.7389 0.7023 0.1091 0.12
H -0.5454 -1.2900 0.6004 0.14
H -0.5271 -0.0131 -0.6498 0.13
H 2.1476 -0.8903 -1.6868 0.20
O 2.7148 -0.5884 -3.4598 0.06
H 1.9403 -0.7068 -4.0148 0.03
```

=====

(5)
Molecular formula: C3H6F2N2
Method: DFT, ωB97M-V/def2-TZVPD

Calculated values
energy relative to the best compared isomer or geometry (same formula, charge and spin)	1.177	eV
E_LUMO	0.035	hartree

The geometry in XYZ format:
```
13
Properties=species:S:1:pos:R:3:lowdin_charge:R:1
C -0.5731 -0.1627 1.0965 -0.08
C 0.8903 -0.5537 0.7052 -0.34
C -0.2128 0.4929 -1.0937 -0.43
N -1.2119 -0.0172 -0.2527 0.00
N 1.0683 0.1179 -0.4929 0.05
F 1.0992 -1.9491 0.4756 -0.05
F -0.2732 1.8890 -1.0709 -0.05
H -1.2822 -0.8714 1.5258 0.12
H -0.4659 0.8160 1.5321 0.11
H 1.6908 -0.2948 1.4524 0.16
H -0.4962 0.2783 -2.4428 0.22
H -2.0819 0.5063 -0.2515 0.12
H 1.8486 -0.2517 -1.1832 0.19
```

=====

(6)
Molecular formula: C3H6F2NO2P
Method: DFT, ωB97M-V/def2-TZVPD

Calculated values
energy relative to the best compared isomer or geometry (same formula, charge and spin)	1.352	eV
E_LUMO (spin up / spin down)	0.008 / -0.023	hartree

The geometry in XYZ format:
```
15
Properties=species:S:1:pos:R:3:lowdin_charge:R:1
C 1.1371 -0.5317 -1.4696 -0.57
C 1.1443 -0.5829 0.0934 -0.14
C -0.6070 -0.1617 1.7084 -0.09
N -0.0699 -0.8789 0.7176 -0.12
O 2.1190 -0.6693 -2.1168 0.13
O -0.0381 -0.3655 -2.0150 0.11
F -0.2600 2.0986 -0.3400 -0.42
F -2.4514 1.1440 -0.8466 -0.44
P -1.7633 2.1544 0.3134 0.85
H 1.4715 0.4963 0.4876 0.16
H 2.0590 -1.2476 0.2909 0.15
H -0.0484 0.8309 1.7651 0.05
H -1.3962 -0.5410 2.3048 0.05
H -0.5413 -1.8210 0.5852 0.19
H -0.7553 0.0754 -1.4784 0.09
```

=====

(7)
Molecular formula: C3H6F2NP
Method: DFT, ωB97M-V/def2-TZVPD

Calculated values
energy relative to the best compared isomer or geometry (same formula, charge and spin)	0.615	eV
SMILES	C[P@H](=N)C=C(F)F
E_LUMO	0.027	hartree

The geometry in XYZ format:
```
13
Properties=species:S:1:pos:R:3:lowdin_charge:R:1
C -1.7982 0.7215 -0.2871 -0.23
P -0.3319 0.1519 0.6143 0.69
N 0.2258 1.1839 1.7497 -0.26
C 0.6507 -0.8042 -0.6917 -0.12
C 1.9622 -0.7038 -0.6350 -0.51
F 2.7081 0.1402 0.0397 0.13
F 2.8240 -1.4034 -1.2867 0.16
H -2.4479 1.0843 0.4331 0.02
H -2.2040 -0.0929 -0.8002 0.02
H -1.6260 1.5396 -0.9267 0.03
H -1.0780 -1.0534 0.9121 0.02
H 1.0025 0.6996 2.2308 -0.04
H 0.1129 -1.4633 -1.3523 0.08
```

=====

(8)
Molecular formula: C3H6F2O
Method: DFT, ωB97M-V/def2-TZVPD

Calculated values
energy relative to the best compared isomer or geometry (same formula, charge and spin)	4.167	eV
E_LUMO (spin up / spin down)	0.022 / 0.012	hartree

The geometry in XYZ format:
```
12
Properties=species:S:1:pos:R:3:lowdin_charge:R:1
C 0.8390 1.8354 0.0538 0.07
C 0.1948 -1.8020 -0.0030 -0.04
C -1.0644 0.1115 -0.0086 -0.50
O -0.7642 -0.9518 0.6065 0.00
F -2.0637 0.7838 0.5935 0.12
F -1.3631 0.0175 -1.3301 0.10
H 0.3943 2.0705 -0.8303 -0.06
H 1.9156 1.7963 -0.0356 -0.01
H 0.5318 2.3984 0.9461 0.01
H -0.2829 -2.5903 -0.6791 0.13
H 0.5885 -2.4656 0.8145 0.10
H 1.0744 -1.2036 -0.1278 0.08
```

=====

(9)
Molecular formula: C3H6F2S
Method: DFT, ωB97M-V/def2-TZVPD

Calculated values
energy relative to the best compared isomer or geometry (same formula, charge and spin)	1.994	eV
SMILES	FC(F)CCS
E_LUMO	0.028	hartree

The geometry in XYZ format:
```
12
Properties=species:S:1:pos:R:3:lowdin_charge:R:1
F -2.4979 0.1829 0.4797 -0.03
C -1.1319 0.6112 0.6807 -0.23
F -0.5172 -0.2311 1.6976 -0.06
C -0.4389 0.1276 -0.5779 -0.29
C 0.7669 -0.6183 -0.6051 -0.62
S 2.2424 0.2707 0.0774 0.63
H -1.1250 1.7347 1.0861 0.19
H -0.9797 -0.5897 -1.1613 0.11
H -0.4900 1.1546 -1.2000 0.17
H 1.1310 -0.8692 -1.6390 0.08
H 0.7234 -1.7771 -0.3633 0.14
H 2.3169 0.0037 1.5251 -0.08
```

=====

(10)
Molecular formula: C3H6F3N3O
Method: DFT, ωB97M-V/def2-TZVPD

Calculated values
energy relative to the best compared isomer or geometry (same formula, charge and spin)	2.960	eV
E_LUMO	0.019	hartree

The geometry in XYZ format:
```
16
Properties=species:S:1:pos:R:3:lowdin_charge:R:1
C -0.4960 -2.8907 0.1619 -0.48
C -1.3142 -0.1849 0.2050 -0.30
C -2.0631 1.0086 -0.3920 -0.65
N -1.4152 -3.2969 0.8531 0.16
N -1.5047 -0.1085 1.5525 -0.02
N 0.2837 0.2341 -0.1787 0.17
O 0.5591 -2.8338 -0.2745 0.13
F -3.4093 0.9177 -0.1703 0.11
F -1.8015 1.1212 -1.6776 0.12
F -1.6817 2.2309 0.0894 0.08
H 0.2762 0.8807 -1.0653 0.17
H -2.4802 -3.4147 0.8622 0.13
H -1.2134 0.7377 2.1016 0.09
H -1.0442 -0.8715 2.2068 0.12
H 0.8469 -0.5935 -0.3682 0.09
H 0.6071 0.7881 0.5555 0.08
```

=====

Total energy for the records above, in order: -45589.919, -37761.675, -54654.390, -37524.555, -11622.157, -23515.811, -19420.144, -10686.361, -19476.514, -17876.158 eV